Entry from OMol25: a cluster of 4 separate species, C19H46BBrNO6 in total (ωB97M-V with the def2-TZVPD basis set).

HOMO: -4.39 eV
Orbital gap: 6.86 eV
Energy relative to the best compared isomer or geometry (same formula, charge and spin): 0.000 eV

```
! RIJCOSX wB97M-V def2-TZVPD def2/J DEFGRID3
* xyz -1 1
C 4.28878 -3.41228 -0.69108
C 3.34388 -3.16691 -1.87315
N 2.09271 -2.54911 -1.48070
B 1.97792 -1.03896 -1.50072
O 2.30674 -0.46201 -0.08745
C 1.30709 0.30717 0.27929
Br 1.58916 2.32385 -0.31013
C 0.06190 -0.19125 -0.45152
C -0.52101 -1.34684 0.38024
C -1.58415 -2.17387 -0.33548
C -2.37532 -3.01991 0.65223
O -2.47872 -1.38607 -1.12318
O 0.55589 -0.61947 -1.67980
H 4.91901 -4.29131 -0.85443
H 4.94098 -2.55597 -0.50855
H 3.70004 -3.56659 0.21345
H 3.86896 -2.53127 -2.60428
H 3.15608 -4.11980 -2.37352
H 1.31423 -2.95056 -1.98373
H 2.73126 -0.51209 -2.31958
H 1.23200 0.47642 1.35382
H -0.68442 0.60067 -0.57173
H 0.31098 -2.00553 0.63953
H -0.94669 -0.95729 1.31581
H -1.08665 -2.84184 -1.03901
H -1.75388 -3.81850 1.06357
H -2.73899 -2.41192 1.48377
H -3.23395 -3.46928 0.15433
H -2.59582 -0.53704 -0.68878
C 0.01887 6.81738 3.90022
C -1.29236 6.17848 3.47181
O -1.27453 5.64516 2.16359
C -0.33831 4.59097 1.94110
C -0.58041 3.36156 2.79585
H 0.34300 7.55108 3.16058
H -0.11534 7.32397 4.85785
H 0.81246 6.07995 4.02248
H -2.08400 6.93065 3.45613
H -1.59156 5.41405 4.20010
H 0.68571 4.95305 2.07635
H -0.44050 4.33188 0.88966
H -0.38439 3.53974 3.85501
H 0.08822 2.57009 2.45572
H -1.61107 3.01694 2.68810
C -4.87409 6.36539 1.49761
C -4.75543 5.20092 2.46388
O -5.58840 5.30960 3.61149
C -6.97809 5.34967 3.35338
C -7.51843 4.10459 2.66875
H -4.72791 7.31104 2.02298
H -4.10008 6.27316 0.73507
H -5.84213 6.39633 0.99441
H -3.73919 5.15598 2.85002
H -4.93943 4.25450 1.94322
H -7.23866 6.24068 2.76897
H -7.44023 5.46289 4.33509
H -7.15684 4.00838 1.64470
H -8.60832 4.15034 2.63125
H -7.22798 3.20987 3.22110
C 4.04213 -8.48259 -3.85762
C 3.71853 -7.05167 -4.25632
O 4.62403 -6.09486 -3.74356
C 5.96837 -6.21732 -4.16308
C 6.16125 -6.07322 -5.66401
H 4.15424 -8.55738 -2.77508
H 3.22973 -9.14213 -4.16771
H 4.95866 -8.84473 -4.32605
H 2.75153 -6.75979 -3.84658
H 3.64423 -6.97192 -5.34779
H 6.40055 -7.16451 -3.81598
H 6.49010 -5.41413 -3.64266
H 5.73353 -6.91034 -6.21789
H 7.22732 -6.03475 -5.89472
H 5.69720 -5.15135 -6.01666
*
```

These are the Mulliken partial charges, in e, on atoms 1 to 5:
1. C -1.21
2. C -0.10
3. N -0.25
4. B 1.12
5. O -0.71

Entry from OMol25: a structure of composition C19H46NO4PtSe2Si3 (ωB97M-V with the def2-TZVPD basis set).

HOMO: -4.21 eV
Orbital gap: 6.60 eV
Energy relative to the best compared isomer or geometry (same formula, charge and spin): 0.848 eV

```
! RIJCOSX wB97M-V def2-TZVPD def2/J DEFGRID3
* xyz -1 1
Pt 0.72513 0.13401 -0.10468
O 3.17928 -3.38098 2.35179
C 3.67382 -2.19898 1.71230
C 3.81615 -2.36885 0.19491
C 5.00182 -3.31068 -0.09017
O 4.85941 -4.60739 0.47067
C 4.13510 -1.02653 -0.45474
Se 3.06423 0.58152 -0.07133
C 2.56573 -2.96571 -0.45558
Se 0.86779 -2.26978 0.20411
H 2.22784 -3.38555 2.14752
H 4.65435 -1.99391 2.15181
H 3.01979 -1.35391 1.92587
H 5.92063 -2.83735 0.28724
H 5.11607 -3.43971 -1.17199
H 4.32354 -4.50711 1.27407
H 4.18344 -1.16021 -1.53667
H 5.12311 -0.68666 -0.12263
H 2.52886 -4.04013 -0.27362
H 2.61501 -2.81471 -1.53413
C 3.30970 4.23355 0.42887
O 2.26491 3.31742 0.26987
Si 0.73978 3.63857 -0.29714
C 0.09671 5.08595 0.74234
C 0.92423 4.53413 -1.94830
C -0.26899 2.08028 -0.29483
Si -1.06227 1.87186 1.37883
C 0.19678 2.12955 2.76520
C -2.41095 3.18062 1.69143
C -1.89901 0.22736 1.75693
Si -1.02916 1.71979 -1.93959
C 0.16233 1.29291 -3.34432
C -2.21368 0.25519 -1.85919
C -2.09474 3.17156 -2.58033
H 3.04722 5.03336 1.13252
H 3.59952 4.69242 -0.52378
H 4.17382 3.69379 0.82412
H 0.73887 5.94698 0.53064
H 0.09463 4.92502 1.81844
H -0.91681 5.35807 0.43753
H 1.72795 5.26785 -1.83184
H 0.01174 5.09145 -2.16985
H 1.16352 3.91560 -2.80944
H 0.75755 3.05859 2.69246
H 0.92064 1.31113 2.75681
H -0.32514 2.11928 3.72792
H -2.00695 4.10371 2.10828
H -3.14861 2.79103 2.40041
H -2.94015 3.43154 0.76804
H -1.39653 -0.66356 1.38089
H -2.91979 0.20340 1.36796
H -1.93555 0.15463 2.84755
H 0.82208 0.47962 -3.03972
H 0.78634 2.11365 -3.69343
H -0.44220 0.94709 -4.18972
H -1.77100 -0.64501 -1.42666
H -2.54799 0.01031 -2.87047
H -3.10282 0.49547 -1.25738
H -1.64705 3.64634 -3.45704
H -2.22710 3.94220 -1.81734
H -3.08874 2.81592 -2.86525
C -1.96944 -4.97255 0.39713
N -3.35085 -4.53189 0.24879
C -4.44499 -5.47034 0.38238
C -3.53376 -3.19046 0.07920
C -4.95310 -2.68373 -0.04860
O -2.57867 -2.43358 0.05030
H -1.95001 -6.05873 0.46041
H -1.51142 -4.54195 1.28843
H -1.36726 -4.64102 -0.44831
H -4.04342 -6.43280 0.69018
H -4.98513 -5.62004 -0.55753
H -5.16385 -5.15541 1.14250
H -5.62193 -3.38812 -0.54082
H -4.92335 -1.75242 -0.60803
H -5.34701 -2.47300 0.94782
*
```

These are the Mulliken partial charges, in e, on atoms 1 to 5:
1. Pt 1.10
2. O -0.68
3. C -0.77
4. C 1.80
5. C -1.09

Entry from OMol25: a structure of composition C19H47GaNO11S3 at a distorted geometry (ωB97M-V with the def2-TZVPD basis set).

HOMO: -4.22 eV
Orbital gap: 6.24 eV

```
! RIJCOSX wB97M-V def2-TZVPD def2/J DEFGRID3
* xyz -1 1
C 5.59525 0.40435 1.32057
C 4.63022 1.22442 0.49091
O 4.61072 1.13074 -0.67382
N 3.75780 2.05389 1.24036
C 2.48001 1.33286 1.39409
C 3.65572 3.43011 0.71239
C 2.32854 3.83993 0.07989
C 1.32229 4.42679 1.10812
C -0.08798 3.80552 0.99951
Ga -0.79038 2.98406 2.76119
C -1.79311 1.26324 2.26604
C -2.75370 1.49624 1.08984
C -2.83088 0.27166 0.15836
O -2.12381 0.50914 -1.06383
H 5.49597 0.68716 2.35268
H 6.59576 0.57505 0.94988
H 5.32764 -0.63958 1.19221
H 1.71928 1.91219 1.89538
H 2.14476 0.93896 0.43418
H 2.66160 0.45830 2.01661
H 4.42695 3.54688 -0.04587
H 3.91584 4.13991 1.48875
H 1.87158 3.07668 -0.53371
H 2.56191 4.66298 -0.59259
H 1.72380 4.24391 2.09993
H 1.23738 5.49979 0.98086
H -0.04090 2.97805 0.28901
H -0.81892 4.51580 0.62934
H -1.66863 4.02962 3.62798
H 0.51976 2.57646 3.63915
H -1.07017 0.50394 1.98508
H -2.31568 0.91850 3.15304
H -2.46010 2.34899 0.47971
H -3.75089 1.68011 1.48238
H -3.84978 -0.00663 -0.09544
H -2.36571 -0.57929 0.66326
H -1.43857 1.16718 -0.88382
O -0.33723 -2.47550 1.64920
S -0.90837 -3.64816 1.06942
O -2.13194 -4.20342 1.56151
O 0.20187 -4.79650 1.03502
C 0.88072 -5.11675 2.25599
C 0.03791 -5.98656 3.16980
C -1.04367 -3.42201 -0.67010
H 1.19645 -4.20154 2.76087
H 1.78108 -5.65379 1.95978
H -0.82304 -5.43845 3.55157
H 0.63105 -6.32601 4.02028
H -0.34038 -6.85534 2.63009
H -0.09459 -3.05447 -1.04955
H -1.83070 -2.68859 -0.84001
H -1.30577 -4.37260 -1.12768
O 4.53743 -5.56527 -1.07754
S 3.53784 -4.83792 -1.79876
O 2.16538 -4.90668 -1.41087
O 3.65918 -5.20084 -3.34936
C 3.65145 -6.59130 -3.71167
C 2.25356 -7.17956 -3.69382
C 4.01438 -3.14784 -1.92644
H 4.32668 -7.15078 -3.06166
H 4.06018 -6.63561 -4.72002
H 1.85949 -7.22910 -2.67912
H 2.26436 -8.18957 -4.10548
H 1.57089 -6.56394 -4.27970
H 5.04307 -3.09711 -2.27204
H 3.92577 -2.70926 -0.93450
H 3.34388 -2.64493 -2.61827
O -4.03910 6.11544 -0.99756
S -5.30386 5.64092 -0.53391
O -5.39904 4.73628 0.56263
O -6.10994 5.03872 -1.77034
C -5.44214 4.04032 -2.56607
C -5.44881 2.67617 -1.90379
C -6.36049 7.01847 -0.23044
H -4.42532 4.36354 -2.79495
H -5.98909 4.00037 -3.50740
H -4.83009 2.66878 -1.00663
H -5.06080 1.91998 -2.58673
H -6.46093 2.40033 -1.60449
H -6.33072 7.68144 -1.09091
H -5.98127 7.52635 0.65350
H -7.36886 6.65439 -0.05144
*
```

These are the Mulliken partial charges, in e, on atoms 1 to 5:
1. C -1.20
2. C 0.60
3. O -0.52
4. N 0.17
5. C -0.82